Below is an isolated molecule of C5H8O, with properties calculated with ωB97M-V with the def2-TZVPD basis set.

Atoms and positions in Å:
H  -1.323  -1.496  -1.218
C  -0.412  0.354  -0.484
H  -2.403  -0.539  -0.191
H  0.234  2.093  0.595
H  -0.755  0.963  1.660
H  1.523  0.137  -1.671
C  1.052  0.006  -0.719
H  -1.058  -1.439  0.536
C  -0.133  1.068  0.796
H  2.588  -0.969  0.411
C  1.686  -0.352  0.406
C  -1.358  -0.849  -0.336
H  -0.736  0.988  -1.323
O  1.097  0.035  1.536

Forces on atoms 1 to 6 (eV/Å):
0.0587 0.1218 0.1128
0.4273 0.1108 0.2428
0.3102 0.0665 -0.0243
0.3859 -0.7777 0.6381
-0.8238 0.2517 0.1412
0.0628 -0.6977 -0.4915

Results
Charge: 0
ΔE to the lowest compared entry with this formula, charge and spin, kJ/mol: 234.3
2S+1: 1
SMILES: C[C@@H]1C=COC1
Total energy, eV: -7359.8272
Molecular weight, g/mol: 84.1